[1]
Density functional theory data (the ωB97M-V functional and the def2-TZVPD basis) for an isolated molecule of C8H14N2O3S.

Each line ends with the Mulliken charge.
Element x y z (Å)
C: -2.95 -1.76 0.52  -1.201
C: -2.39 -0.39 1.11  -0.345
O: -1.11 -0.06 0.51  -0.324
S: -1.17 1.27 -0.46  1.118
O: -0.79 2.48 0.26  -0.613
O: -2.50 1.24 -1.09  -0.641
C: 0.22 0.71 -1.57  0.412
C: -0.32 -0.51 -2.20  -0.444
C: 0.37 -1.57 -1.65  -0.714
N: 1.27 -1.12 -0.70  -0.548
C: 1.19 0.17 -0.55  -0.123
C: 2.18 0.93 0.24  0.520
C: 3.58 0.60 -0.09  -1.574
N: 2.00 0.60 1.72  -0.820
H: -2.14 -2.37 0.51  0.371
H: -3.75 -2.11 1.17  0.419
H: -3.27 -1.67 -0.51  0.267
H: -2.15 -0.52 2.19  0.304
H: -3.07 0.40 0.82  0.412
H: 0.43 1.49 -2.30  0.574
H: -1.22 -0.45 -2.88  0.376
H: 0.32 -2.64 -1.83  0.483
H: 1.88 1.98 0.09  0.371
H: 4.15 1.15 0.73  0.362
H: 3.91 0.93 -1.04  0.388
H: 3.73 -0.46 0.00  0.330
H: 0.98 0.80 1.95  0.299
H: 1.98 -0.41 1.91  0.343

Properties
**LUMO energy**: -0.006 hartree
**Charge**: 0
**HOMO-LUMO gap**: 8.959 eV
**ΔE to the lowest compared entry with this formula, charge and spin**: 316.3 kJ/mol
**Structure (SMILES)**: CCOS(=O)(=O)[C@@H]1C=CN=C1[C@H](C)N

***

[2]
Density functional theory data (the ωB97M-V functional and the def2-TZVPD basis) for an isolated molecule of C5H10S.

Each line ends with the Mulliken charge.
Element x y z (Å)
C: -1.81 -0.60 0.80  -0.762
C: -1.17 -0.01 -0.24  -0.338
C: 0.22 0.37 -0.19  1.020
C: 1.02 -0.58 0.82  -1.364
C: 0.95 0.20 -1.57  -1.428
S: 0.15 2.17 0.34  -0.237
H: -2.82 -1.02 0.68  0.257
H: -1.33 -0.61 1.77  0.188
H: -1.78 0.19 -1.16  0.299
H: 0.69 -0.53 1.82  0.406
H: 2.12 -0.36 0.72  0.329
H: 0.77 -1.58 0.46  0.386
H: 2.03 0.45 -1.55  0.358
H: 0.69 -0.83 -1.88  0.374
H: 0.52 0.83 -2.42  0.369
H: -0.25 1.92 1.61  0.144

Properties
**LUMO energy**: 0.032 hartree
**Charge**: 0
**HOMO-LUMO gap**: 9.518 eV
**ΔE to the lowest compared entry with this formula, charge and spin**: 123.9 kJ/mol
**Structure (SMILES)**: C=CC(C)(C)S

***

[3]
Density functional theory data (the ωB97M-V functional and the def2-TZVPD basis) for a cluster of 3 separate species, C38H59F17IN5O5P in total.

Each line ends with the Mulliken charge.
Element x y z (Å)
C: 1.67 -1.47 0.19  -1.355
C: 0.46 -1.86 0.55  -0.658
C: -0.50 -0.96 1.30  0.119
C: -0.48 -1.06 2.86  -0.043
C: 0.52 -2.08 3.41  -0.824
N: 0.58 -2.11 4.86  -0.641
O: -1.75 -1.21 3.48  -0.428
C: -2.75 -1.92 2.81  -0.527
C: -2.44 -3.40 2.64  -0.251
C: -2.78 -4.30 3.63  -0.860
C: -2.44 -5.64 3.46  -0.750
C: -1.78 -6.02 2.31  -0.738
C: -1.50 -5.05 1.36  -0.499
N: -1.82 -3.78 1.52  0.281
C: -3.14 -1.18 1.52  0.544
C: -4.18 -1.96 0.70  -2.302
C: -5.42 -2.34 1.52  -0.793
C: -6.61 -2.67 0.63  1.171
F: -7.34 -1.56 0.37  -0.233
F: -6.19 -3.14 -0.57  -0.396
C: -7.54 -3.78 1.19  0.315
F: -8.51 -4.02 0.30  -0.288
F: -6.78 -4.89 1.30  -0.297
C: -8.20 -3.58 2.60  0.463
F: -9.13 -4.54 2.73  -0.280
F: -7.22 -3.78 3.51  -0.283
C: -8.86 -2.23 3.03  0.812
F: -9.20 -2.39 4.32  -0.293
F: -7.92 -1.26 2.94  -0.229
C: -10.14 -1.79 2.26  0.427
F: -9.94 -1.93 0.94  -0.309
F: -11.16 -2.59 2.62  -0.316
C: -10.51 -0.30 2.54  0.618
F: -9.75 0.46 1.72  -0.276
F: -10.23 0.05 3.80  -0.290
C: -12.00 0.06 2.23  0.482
F: -12.07 1.40 2.23  -0.306
F: -12.27 -0.39 0.99  -0.267
C: -13.10 -0.49 3.23  0.772
F: -13.86 -1.41 2.62  -0.243
F: -13.88 0.52 3.64  -0.249
F: -12.53 -1.06 4.31  -0.236
P: -3.93 0.44 2.15  -0.451
C: -5.01 1.15 0.83  -0.091
C: -5.88 2.24 1.48  -1.435
C: -2.55 1.66 2.31  0.149
C: -2.26 2.02 3.77  -1.383
N: -1.88 -1.13 0.64  -0.242
I: -1.99 0.15 -1.03  0.320
H: 2.04 -0.48 0.43  0.406
H: 2.32 -2.13 -0.36  0.402
H: 0.11 -2.85 0.29  0.112
H: -0.19 0.05 1.04  0.963
H: -0.14 -0.08 3.21  0.645
H: 0.27 -3.08 3.05  0.348
H: 1.51 -1.83 3.02  0.349
H: 0.37 -1.22 5.28  0.280
H: -0.06 -2.79 5.25  0.320
H: -3.62 -1.83 3.47  1.015
H: -3.29 -3.96 4.52  0.589
H: -2.69 -6.37 4.22  0.502
H: -1.50 -7.05 2.13  0.485
H: -1.00 -5.32 0.43  0.495
H: -3.72 -2.87 0.32  0.604
H: -4.47 -1.37 -0.17  0.930
H: -5.72 -1.53 2.19  0.403
H: -5.20 -3.21 2.15  0.375
H: -4.44 1.58 0.01  0.402
H: -5.64 0.36 0.41  0.271
H: -5.35 3.19 1.53  0.370
H: -6.80 2.38 0.91  0.407
H: -6.16 1.97 2.51  0.379
H: -1.65 1.29 1.83  -0.186
H: -2.83 2.55 1.73  0.718
H: -2.46 1.18 4.44  0.247
H: -1.22 2.32 3.89  0.403
H: -2.89 2.86 4.10  0.410
H: -1.84 -2.05 0.19  0.943
C: 5.76 2.30 -2.08  -0.451
O: 5.22 2.02 -3.36  -0.373
C: 6.07 1.25 -4.21  -0.620
C: 5.48 -0.12 -4.46  -0.163
N: 5.48 -0.91 -3.24  -0.251
C: 4.78 -2.18 -3.33  -0.834
C: 3.28 -2.14 -3.60  -0.514
O: 2.51 -1.56 -2.55  -0.261
C: 2.37 -0.16 -2.61  -0.614
H: 5.08 3.01 -1.60  0.247
H: 5.83 1.40 -1.46  0.273
H: 6.75 2.75 -2.15  0.120
H: 7.07 1.17 -3.77  0.241
H: 6.16 1.78 -5.16  0.374
H: 6.08 -0.63 -5.21  0.394
H: 4.48 0.03 -4.87  0.164
H: 5.09 -0.36 -2.49  0.034
H: 4.93 -2.72 -2.39  0.374
H: 5.24 -2.78 -4.11  0.427
H: 2.93 -3.17 -3.70  0.362
H: 3.05 -1.63 -4.54  0.350
H: 2.36 0.21 -3.64  0.352
H: 3.16 0.37 -2.06  0.300
H: 1.41 0.09 -2.14  0.075
C: 10.78 2.44 -2.18  -0.831
O: 9.89 3.53 -2.05  -0.203
C: 10.46 4.69 -1.45  -0.836
C: 10.54 5.82 -2.45  -0.203
N: 11.53 5.53 -3.48  -0.300
C: 11.52 6.46 -4.61  -0.694
C: 10.27 6.50 -5.48  -0.460
O: 10.05 5.32 -6.22  -0.447
C: 9.38 4.28 -5.54  -0.497
H: 10.20 1.59 -2.53  0.225
H: 11.58 2.64 -2.91  0.351
H: 11.25 2.18 -1.22  0.327
H: 11.45 4.46 -1.04  0.400
H: 9.80 4.99 -0.63  0.368
H: 10.84 6.74 -1.93  0.392
H: 9.53 5.98 -2.85  0.171
H: 11.38 4.59 -3.83  0.078
H: 12.37 6.21 -5.25  0.366
H: 11.71 7.47 -4.22  0.390
H: 10.40 7.30 -6.22  0.346
H: 9.38 6.75 -4.89  0.334
H: 8.68 4.67 -4.79  0.258
H: 10.07 3.59 -5.04  0.187
H: 8.82 3.71 -6.28  0.276

Properties
**LUMO energy**: -0.167 hartree
**Charge**: +1
**HOMO-LUMO gap**: 5.180 eV

***

[4]
Density functional theory data (the ωB97M-V functional and the def2-TZVPD basis) for a cluster of 2 separate species, CH6NO in total.

Each line ends with the Mulliken spin population.
Element x y z (Å)
C: -1.65 0.25 0.04  0.715
N: -0.81 -0.71 -0.06  0.242
H: -1.30 1.16 0.37  0.029
H: -2.61 0.19 -0.41  0.025
H: -1.00 -1.54 -0.46  -0.014
H: 0.20 -0.55 -0.14  0.001
H: 2.61 -0.02 -0.37  0.000
H: 2.41 1.04 0.62  0.001
O: 1.91 0.40 0.07  0.000

Properties
**LUMO energy (spin up / spin down)**: 0.023 / 0.023 hartree
**Charge**: 0
**HOMO-LUMO gap (spin up / spin down)**: 5.838 / 11.293 eV
**ΔE to the lowest compared entry with this formula, charge and spin**: 48.6 kJ/mol
**Spin multiplicity**: 2

***

[5]
Density functional theory data (the ωB97M-V functional and the def2-TZVPD basis) for a cluster of 2 separate species, C4H10N2 in total.

Each line ends with the Mulliken charge.
Element x y z (Å)
H: 1.99 1.80 -1.53  0.231
N: 2.05 0.80 -1.73  -0.721
C: 0.94 0.50 -2.30  0.188
N: 0.73 0.04 -3.55  -0.414
H: -0.03 0.60 -1.78  0.220
H: 1.42 -0.55 -3.99  0.262
H: -0.24 -0.10 -3.81  0.235
C: -0.52 -1.44 1.25  -0.701
C: -0.42 -0.67 2.32  0.049
C: -1.15 0.61 2.58  -0.985
H: 0.27 -2.10 0.92  0.246
H: -1.42 -1.36 0.65  0.248
H: 0.37 -0.91 3.02  0.286
H: -1.80 0.52 3.46  0.293
H: -1.80 0.90 1.77  0.308
H: -0.39 1.38 2.73  0.256

Properties
**LUMO energy**: 0.033 hartree
**Charge**: 0
**HOMO-LUMO gap**: 9.256 eV
**ΔE to the lowest compared entry with this formula, charge and spin**: 253.0 kJ/mol
**Structure (SMILES)**: [H]/N=C/N.C=CC

***

[6]
Density functional theory data (the ωB97M-V functional and the def2-TZVPD basis) for an isolated molecule of C6H15NS.

Each line ends with the Mulliken charge.
Element x y z (Å)
C: 2.38 -1.68 1.06  -0.869
C: -1.82 -0.57 -0.51  -1.389
C: -1.57 1.78 0.18  -1.504
C: -0.22 1.03 -1.80  -1.355
C: 1.67 -0.94 -0.11  -0.347
C: -0.94 0.67 -0.53  1.190
N: 0.08 -0.31 2.02  -0.625
S: 0.64 0.36 0.79  0.124
H: 1.86 -1.40 2.01  0.290
H: 2.38 -2.76 0.95  0.302
H: 3.51 -1.49 1.29  0.237
H: -1.41 -1.37 -1.22  0.306
H: -1.85 -0.95 0.48  0.423
H: -2.81 -0.21 -0.94  0.413
H: -1.10 2.80 0.24  0.311
H: -1.80 1.47 1.30  0.324
H: -2.56 2.01 -0.36  0.403
H: 0.81 1.43 -1.58  0.302
H: 0.00 -0.02 -2.32  0.258
H: -0.65 1.83 -2.39  0.394
H: 0.99 -1.63 -0.71  0.272
H: 2.41 -0.32 -0.67  0.327
H: 0.00 0.26 2.83  0.213

Properties
**LUMO energy**: 0.028 hartree
**Charge**: 0
**HOMO-LUMO gap**: 8.732 eV
**ΔE to the lowest compared entry with this formula, charge and spin**: 284.3 kJ/mol

***

Number 1: electronic energy -1046.56206 Eh. Number 2: electronic energy -594.64788 Eh. Number 3: electronic energy -4469.73240 Eh. Number 4: electronic energy -171.60459 Eh. Number 5: electronic energy -267.82898 Eh. Number 6: electronic energy -690.43317 Eh.